(1)
# C26H41Cl2IrN5O3S

A molecular structure, C26H41Cl2IrN5O3S (the ωB97M-V functional and the def2-TZVPD basis, OMol25).

Results
Energy relative to the best compared isomer or geometry (same formula, charge and spin) in kJ/mol: 0.0
Charge: +1
E_HOMO (spin up / spin down) in eV: -9.8 / -9.8
Frontier orbital gap (spin up / spin down) in Ha: 0.2712 / 0.2712

Geometry as XYZ:
```
79
C26H41Cl2IrN5O3S | OMol25 | the ωB97M-V functional and the def2-TZVPD basis
H -2.1172 -1.4738 -0.7377
C 4.0158 -2.1062 1.1044
C -3.8235 0.7060 -0.1558
H 0.4183 3.5590 1.3376
H 3.5478 1.9231 0.1767
C 4.6047 -0.9228 -3.1663
H -4.7694 0.1596 -0.1427
C 2.6416 0.8118 -4.1114
N 0.2039 -1.0856 2.4717
C -0.7076 1.3888 -0.7928
C -3.0509 0.3843 -1.4287
H -2.8259 -3.0991 2.6303
H 2.9789 -2.0241 -2.2733
H -2.7399 1.9588 -3.4543
H -0.9849 -1.8284 4.7337
H 1.0604 1.9557 1.7561
H -3.9321 -0.9497 2.4288
Ir 0.2323 -1.0067 0.4127
C 1.5498 2.6167 -0.2622
H 2.1378 3.3543 1.6781
C 1.2680 2.8803 1.2193
H -0.4451 -0.4407 2.9097
C 0.1951 3.0803 -2.2727
O 0.6052 -1.3256 -1.6442
N -2.7527 0.0416 3.8695
C 2.6989 1.6201 -0.4413
C -2.6096 -2.3549 3.3993
H -3.2031 1.8449 5.5692
H 5.9965 0.3803 -4.1477
C 3.9786 1.0502 -4.4022
H -1.1469 -3.5420 4.4045
H -3.7234 0.6311 -2.2544
H 3.0338 1.5929 -1.4813
O -0.5031 -4.6198 2.0136
C -1.8807 2.0553 -2.8006
O -0.3864 -2.9462 0.5411
S 0.5913 -0.5840 -2.9747
Cl 3.6314 -1.1609 2.5545
C -2.7612 -1.1131 -1.5397
C 0.3145 2.3213 -1.1127
H -1.5891 1.3103 1.7708
H -2.2807 -1.3481 -2.4914
C -0.3392 -3.4528 1.7404
H 0.8440 -2.8667 3.3866
H 4.2562 1.9145 -4.9905
N -0.5405 0.6480 0.4038
H 2.4056 0.6107 -0.1465
C 2.3079 -0.3026 -3.3587
H -3.3111 -2.5484 4.2173
C -2.9149 -0.9786 2.8194
H 0.9768 3.7959 -2.5033
H -0.9445 3.5401 -4.0336
N -1.9618 1.8396 2.6112
C -2.4534 1.3365 3.7267
H -1.7659 2.8276 2.5868
C 0.3030 -1.9355 -4.1118
H 0.9544 -2.7606 -3.8286
C 4.9550 0.1877 -3.9266
H -4.0430 1.7724 -0.0813
H -2.3796 3.1082 4.7513
H 4.6781 -2.9103 1.4006
C -1.1947 -2.5576 3.9422
H -3.0870 -0.2308 4.7814
H -3.6963 -1.6762 -1.5000
H -0.7422 -2.2261 -4.0277
C 3.2737 -1.1757 -2.8782
H 1.9191 3.5653 -0.6622
H -3.2545 0.4111 0.7145
H 4.4799 -1.4404 0.3860
C -0.0659 -2.4895 2.9182
H 1.8694 1.4884 -4.4517
N -2.6418 2.1395 4.7901
H -2.2484 -0.7461 1.9889
C -1.8410 1.2847 -1.6413
Cl 2.5816 -2.8285 0.3570
H 5.3733 -1.5931 -2.8041
H 0.5251 -1.5885 -5.1199
H 1.1300 -0.8024 2.7822
C -0.8785 2.9450 -3.1318
```

---

(2)
# C2H6N4S

A single C2H6N4S molecule (the ωB97M-V functional and the def2-TZVPD basis, OMol25).

Results
Structure (SMILES): [H]/N=C\N(N)/C=N\S
Energy relative to the best compared isomer or geometry (same formula, charge and spin) in kJ/mol: 223.5
Charge: 0
E_HOMO in eV: -8.4
Frontier orbital gap in Ha: 0.3300

Geometry as XYZ:
```
13
C2H6N4S | OMol25 | the ωB97M-V functional and the def2-TZVPD basis
C -0.5233 -1.0676 0.0000
H 0.1038 -1.9570 -0.0137
N 0.2437 0.0913 0.0020
H 2.0550 1.0797 -0.0144
N -1.7741 -1.2837 0.0030
C 1.6424 0.0592 0.0080
H -2.5348 0.9715 -0.0213
N 2.4749 -0.9063 0.0037
N -0.3803 1.3498 0.0007
H 2.0271 -1.8417 0.0084
H -0.1100 1.8800 0.8157
S -3.0898 -0.2387 0.0055
H -0.1346 1.8634 -0.7975
```

---

(3)
# C20H30F2NO2PSi

3 unconnected molecules or ions with the total composition C20H30F2NO2PSi (the ωB97M-V functional and the def2-TZVPD basis, OMol25).

Results
Structure (SMILES): CCCOC[Si@H](N=C(C)C)P(C)O.Fc1ccccc1.Fc1ccccc1
Charge: 0
E_HOMO in eV: -8.1
Frontier orbital gap in Ha: 0.3285

Geometry as XYZ:
```
57
C20H30F2NO2PSi | OMol25 | the ωB97M-V functional and the def2-TZVPD basis
H -2.9334 1.4895 1.7900
C 7.6762 2.2884 3.0225
C 5.1759 1.3451 2.3978
H 1.0699 2.7728 4.5882
H 4.6143 3.3704 2.0168
C -2.1049 1.1119 -0.1901
C -1.1376 -4.2091 1.2267
C 6.6752 3.1717 2.6424
H 1.9116 -0.4735 2.4104
Si -0.2712 0.4541 1.6811
H -1.3153 -5.1559 0.7150
H -4.0084 0.7047 0.6286
H -2.8149 0.6002 -2.1259
C 6.1485 0.4418 2.7740
H -3.0085 2.3083 -1.7581
H -2.9067 -0.9342 -3.8732
N -1.0602 0.4702 0.1343
H 1.8545 -0.4127 0.6510
F 3.9436 0.8814 2.0918
H -1.5117 2.0423 3.7958
H 1.5459 1.1796 3.9891
C -3.2342 1.4699 0.7455
H 2.3699 2.6469 3.4054
O 0.8691 -2.0090 1.5784
O -1.2264 2.8302 3.3030
F -4.5913 1.0047 -4.2204
H -1.1291 -0.1835 2.7371
H -1.3887 1.6309 -2.1363
H -6.0764 0.6040 -6.2820
C -4.5011 -0.0832 -5.0164
C 7.4104 0.9274 3.0858
C -2.3408 1.4568 -1.6395
C 1.4133 2.2253 3.7080
C -4.3307 -2.2902 -6.6441
H -2.0162 -3.9962 1.8353
H 6.8781 4.2333 2.5933
C 0.6029 -2.6008 0.3142
H 5.9145 -0.6129 2.8202
C -5.2625 -1.2972 -6.9137
H -2.7581 -2.9364 -5.3356
C 5.4088 2.7031 2.3225
P 0.1525 2.5553 2.3961
C 1.2640 -0.6343 1.5466
H -1.4977 -2.2278 0.4140
C -0.8363 -3.0769 0.2301
H 1.2682 -3.4683 0.2111
C -3.5624 -1.0520 -4.7248
H 8.6615 2.6602 3.2685
H 0.8359 -1.9089 -0.5004
H -0.3020 -4.3585 1.9119
H -4.2635 -3.1589 -7.2847
H -3.6831 2.4279 0.4856
C -5.3562 -0.1808 -6.0954
H -5.9220 -1.3892 -7.7665
H -1.0175 -3.4291 -0.7893
C -3.4852 -2.1646 -5.5509
H 8.1890 0.2358 3.3790
```

---

Repeat the third record exactly.
# C20H30F2NO2PSi

3 unconnected molecules or ions with the total composition C20H30F2NO2PSi (the ωB97M-V functional and the def2-TZVPD basis, OMol25).

Results
Structure (SMILES): CCCOC[Si@H](N=C(C)C)P(C)O.Fc1ccccc1.Fc1ccccc1
Charge: 0
E_HOMO in eV: -8.1
Frontier orbital gap in Ha: 0.3285

Geometry as XYZ:
```
57
C20H30F2NO2PSi | OMol25 | the ωB97M-V functional and the def2-TZVPD basis
H -2.9334 1.4895 1.7900
C 7.6762 2.2884 3.0225
C 5.1759 1.3451 2.3978
H 1.0699 2.7728 4.5882
H 4.6143 3.3704 2.0168
C -2.1049 1.1119 -0.1901
C -1.1376 -4.2091 1.2267
C 6.6752 3.1717 2.6424
H 1.9116 -0.4735 2.4104
Si -0.2712 0.4541 1.6811
H -1.3153 -5.1559 0.7150
H -4.0084 0.7047 0.6286
H -2.8149 0.6002 -2.1259
C 6.1485 0.4418 2.7740
H -3.0085 2.3083 -1.7581
H -2.9067 -0.9342 -3.8732
N -1.0602 0.4702 0.1343
H 1.8545 -0.4127 0.6510
F 3.9436 0.8814 2.0918
H -1.5117 2.0423 3.7958
H 1.5459 1.1796 3.9891
C -3.2342 1.4699 0.7455
H 2.3699 2.6469 3.4054
O 0.8691 -2.0090 1.5784
O -1.2264 2.8302 3.3030
F -4.5913 1.0047 -4.2204
H -1.1291 -0.1835 2.7371
H -1.3887 1.6309 -2.1363
H -6.0764 0.6040 -6.2820
C -4.5011 -0.0832 -5.0164
C 7.4104 0.9274 3.0858
C -2.3408 1.4568 -1.6395
C 1.4133 2.2253 3.7080
C -4.3307 -2.2902 -6.6441
H -2.0162 -3.9962 1.8353
H 6.8781 4.2333 2.5933
C 0.6029 -2.6008 0.3142
H 5.9145 -0.6129 2.8202
C -5.2625 -1.2972 -6.9137
H -2.7581 -2.9364 -5.3356
C 5.4088 2.7031 2.3225
P 0.1525 2.5553 2.3961
C 1.2640 -0.6343 1.5466
H -1.4977 -2.2278 0.4140
C -0.8363 -3.0769 0.2301
H 1.2682 -3.4683 0.2111
C -3.5624 -1.0520 -4.7248
H 8.6615 2.6602 3.2685
H 0.8359 -1.9089 -0.5004
H -0.3020 -4.3585 1.9119
H -4.2635 -3.1589 -7.2847
H -3.6831 2.4279 0.4856
C -5.3562 -0.1808 -6.0954
H -5.9220 -1.3892 -7.7665
H -1.0175 -3.4291 -0.7893
C -3.4852 -2.1646 -5.5509
H 8.1890 0.2358 3.3790
```